No. 1
{
  "formula": "C32H36N3",
  "method": "ωB97M-V/def2-TZVPD",
  "elements": ["C", "N", "C", "C", "C", "C", "C", "C", "C", "C", "C", "C", "C", "C", "C", "C", "C", "N", "C", "C", "C", "C", "C", "C", "C", "C", "C", "C", "C", "H", "H", "H", "H", "H", "H", "H", "H", "H", "H", "H", "H", "H", "H", "H", "H", "H", "H", "H", "H", "H", "H", "H", "H", "H", "C", "C", "C", "C", "C", "N", "H", "H", "H", "H", "H", "H", "H", "H", "H", "H", "H"],
  "coordinates": [[2.6353, 2.7294, 4.4612], [1.2846, 2.9416, 3.9318], [0.8701, 4.3046, 3.8394], [1.6017, 5.1921, 3.0239], [1.3131, 6.5547, 3.0247], [0.3136, 7.0648, 3.8617], [-0.4107, 6.1908, 4.6787], [-0.1510, 4.8182, 4.6622], [0.7759, 1.9475, 3.0809], [-0.5752, 1.5536, 3.1937], [-1.0590, 0.5224, 2.4192], [-0.3029, 0.0067, 1.3317], [-0.9595, -0.8554, 0.4131], [-0.6556, -0.9963, -0.9658], [-1.2931, -2.0260, -1.7194], [-1.0236, -2.2054, -3.0584], [-0.1851, -1.3003, -3.7384], [0.1311, -1.5399, -5.0952], [1.3435, -2.3352, -5.2946], [-0.2240, -0.6177, -6.1189], [0.6207, 0.4476, -6.4664], [0.2302, 1.3414, -7.4675], [-0.9664, 1.1459, -8.1663], [-1.7893, 0.0590, -7.8467], [-1.4322, -0.8110, -6.8195], [0.3833, -0.2214, -3.0388], [0.1679, -0.0773, -1.6800], [1.0677, 0.3933, 1.2382], [1.5992, 1.3195, 2.1201], [2.7683, 1.6662, 4.6912], [3.3974, 3.0500, 3.7391], [2.7560, 3.3173, 5.3793], [2.4068, 4.7907, 2.4003], [1.8809, 7.2206, 2.3721], [0.1053, 8.1381, 3.8708], [-1.1852, 6.5845, 5.3407], [-0.7040, 4.1324, 5.3107], [-1.2027, 2.0672, 3.9212], [-2.0608, 0.1234, 2.5903], [-1.8855, -1.3031, 0.7623], [-2.0157, -2.6827, -1.2379], [-1.4831, -3.0054, -3.6398], [1.4127, -2.6696, -6.3352], [2.2393, -1.7468, -5.0437], [1.3004, -3.2116, -4.6374], [1.5664, 0.5798, -5.9327], [0.8672, 2.1964, -7.7007], [-1.2645, 1.8453, -8.9510], [-2.7205, -0.1126, -8.3911], [-2.0573, -1.6643, -6.5401], [0.9966, 0.5053, -3.5742], [0.6080, 0.7696, -1.1564], [1.7036, -0.0471, 0.4686], [2.6462, 1.6304, 2.0277], [0.5282, -3.1544, 3.8403], [-0.7580, -3.2636, 3.0484], [-1.5598, -4.5709, 3.2178], [-1.8995, -5.0745, 1.8015], [-0.9824, -4.2905, 0.8599], [-0.5383, -3.1208, 1.6042], [0.3279, -3.2242, 4.9168], [1.1976, -3.9799, 3.5618], [1.0346, -2.2011, 3.6322], [-1.4131, -2.4236, 3.3256], [-0.9605, -5.3227, 3.7385], [-2.4675, -4.3765, 3.7961], [-1.7524, -6.1530, 1.6857], [-2.9415, -4.8344, 1.5671], [-0.1193, -4.9025, 0.5499], [-1.4896, -3.9749, -0.0520], [0.4074, -2.8537, 1.3675]],
  "forces_ev_per_a": [[0.03, 0.16, -0.36], [0.05, -1.03, 0.06], [-0.34, 1.20, 0.25], [-0.30, -0.43, 0.19], [-0.10, 0.01, 0.09], [0.07, -0.30, -0.08], [-0.05, 0.06, -0.16], [0.44, -0.21, -0.25], [-0.15, 0.60, -0.03], [0.11, 0.09, -0.02], [-0.16, 0.15, -0.32], [0.49, -0.08, 0.47], [-0.18, 0.31, 0.45], [0.05, -0.22, -0.98], [-0.02, 0.22, 0.20], [0.17, 0.26, -0.26], [0.24, 0.03, 0.13], [-0.29, -0.83, -0.05], [0.01, 0.14, 0.18], [-0.21, 0.69, -0.48], [-0.44, -0.07, 0.01], [-0.05, -0.10, -0.07], [0.05, -0.12, 0.24], [0.05, 0.11, 0.06], [0.54, 0.07, 0.32], [-0.20, 0.04, 0.12], [-0.07, -0.19, 0.20], [-0.24, 0.18, 0.13], [0.12, -0.26, -0.15], [0.01, 0.25, -0.03], [0.14, -0.09, 0.23], [-0.08, -0.16, -0.25], [-0.28, 0.21, 0.17], [-0.18, -0.17, 0.24], [0.06, -0.42, 0.04], [0.24, -0.15, -0.23], [0.21, 0.29, -0.18], [0.16, -0.32, -0.08], [0.18, 0.27, -0.11], [0.08, 0.17, -0.12], [0.20, 0.27, -0.08], [0.11, 0.20, 0.23], [-0.11, 0.10, 0.24], [0.05, -0.22, -0.08], [0.10, 0.12, -0.16], [-0.29, 0.00, -0.23], [-0.18, -0.27, 0.00], [0.13, -0.26, 0.26], [0.31, 0.12, 0.14], [0.19, 0.33, -0.16], [-0.20, -0.24, 0.14], [-0.19, -0.20, -0.20], [-0.17, 0.12, 0.27], [-0.45, -0.25, 0.09], [0.15, -0.25, 0.08], [-0.65, 0.52, -0.18], [0.21, -0.15, 0.00], [-0.27, 0.34, -0.06], [0.53, -0.51, -0.12], [0.34, 0.24, -0.46], [0.08, 0.07, -0.23], [-0.03, 0.17, 0.11], [-0.11, -0.20, 0.10], [0.09, -0.05, 0.25], [-0.05, 0.15, 0.10], [0.21, -0.21, 0.01], [-0.14, 0.25, 0.07], [0.10, -0.19, 0.02], [-0.23, 0.08, 0.05], [-0.01, -0.28, 0.08], [0.08, -0.17, 0.19]],
  "total_charge": 1,
  "energy_ha": -1404.96246,
  "homo_lumo_gap_ev": 6.12,
  "multiplicity": 1,
  "de_lowest_kj_mol": 227.66,
  "homo_energy_ev": -10.8
}

=====

No. 2
{
  "formula": "C25H66AlN4O2",
  "method": "ωB97M-V/def2-TZVPD",
  "elements": ["O", "O", "C", "Al", "H", "H", "H", "H", "H", "H", "C", "C", "N", "C", "C", "C", "C", "H", "H", "H", "H", "H", "H", "H", "H", "H", "H", "H", "H", "H", "H", "H", "C", "C", "N", "C", "C", "C", "C", "H", "H", "H", "H", "H", "H", "H", "H", "H", "H", "H", "H", "H", "H", "H", "C", "C", "N", "C", "C", "C", "C", "H", "H", "H", "H", "H", "H", "H", "H", "H", "H", "H", "H", "H", "H", "H", "C", "C", "N", "C", "C", "C", "C", "H", "H", "H", "H", "H", "H", "H", "H", "H", "H", "H", "H", "H", "H", "H"],
  "coordinates": [[-1.4537, 0.0510, 5.8587], [-1.1671, -1.1263, 6.5729], [0.2735, -1.3282, 6.6618], [1.1697, 0.3652, 7.4261], [-1.1798, -0.0420, 4.9319], [0.4137, -2.2428, 7.2570], [0.6538, -1.4374, 5.6142], [0.2605, 1.1017, 8.5369], [2.6292, 0.0915, 8.0332], [1.3355, 1.3836, 6.1705], [-3.3128, -7.3491, 5.6216], [-2.3067, -7.4367, 6.7598], [-1.0892, -6.6859, 6.5158], [-0.0353, -6.9779, 7.4757], [-0.2716, -6.5998, 8.9402], [-1.2675, -5.2757, 6.1881], [-1.9957, -4.3891, 7.2002], [-2.8687, -7.6733, 4.6785], [-4.1656, -7.9976, 5.8333], [-3.6995, -6.3369, 5.4938], [-2.0405, -8.4913, 6.8819], [-2.8024, -7.1287, 7.6924], [0.8917, -6.5106, 7.1328], [0.1602, -8.0562, 7.4320], [-0.1693, -5.5281, 9.1022], [0.4778, -7.0877, 9.5695], [-1.2520, -6.9158, 9.2986], [-1.8021, -5.2140, 5.2354], [-0.2895, -4.8369, 5.9740], [-2.8835, -4.8715, 7.6170], [-2.3224, -3.4693, 6.7118], [-1.3448, -4.0927, 8.0206], [-3.1077, -1.6200, 2.4951], [-3.6201, -0.2296, 2.1546], [-2.5654, 0.7016, 1.7926], [-3.0167, 2.0832, 1.7244], [-4.0473, 2.4510, 0.6524], [-1.6880, 0.2765, 0.7158], [-2.3218, -0.0378, -0.6434], [-2.3659, -1.5783, 3.2943], [-3.9342, -2.2452, 2.8368], [-2.6613, -2.1182, 1.6318], [-4.1291, 0.1573, 3.0413], [-4.3845, -0.3161, 1.3670], [-2.1442, 2.7336, 1.6180], [-3.4388, 2.3387, 2.7018], [-3.5965, 2.5146, -0.3384], [-4.4672, 3.4361, 0.8718], [-4.8780, 1.7454, 0.6140], [-1.1441, -0.6111, 1.0504], [-0.9083, 1.0312, 0.5786], [-3.2397, -0.6207, -0.5520], [-1.6237, -0.6244, -1.2470], [-2.5412, 0.8701, -1.2061], [0.2941, 3.5817, -6.8553], [-0.3982, 4.0976, -5.6029], [-1.3588, 3.1630, -5.0453], [-2.1988, 3.7503, -4.0099], [-1.5270, 4.2146, -2.7149], [-0.8491, 1.8313, -4.7570], [0.3293, 1.7106, -3.7863], [-0.4314, 3.3092, -7.6242], [0.9410, 4.3603, -7.2646], [0.9242, 2.7145, -6.6469], [-0.9288, 5.0147, -5.8745], [0.3699, 4.3860, -4.8701], [-2.9974, 3.0449, -3.7631], [-2.7117, 4.6115, -4.4526], [-1.2639, 3.3753, -2.0716], [-2.2197, 4.8412, -2.1476], [-0.6307, 4.8074, -2.9000], [-0.5584, 1.3651, -5.7030], [-1.6735, 1.2103, -4.3952], [1.1023, 2.4590, -3.9700], [0.7968, 0.7293, -3.8969], [0.0069, 1.7924, -2.7490], [3.8402, 2.2960, -8.7522], [4.2067, 3.2301, -7.6085], [4.3956, 2.5533, -6.3373], [4.4837, 3.4691, -5.2081], [5.6711, 4.4336, -5.1551], [5.3580, 1.4627, -6.3377], [6.7984, 1.7766, -6.7544], [2.9467, 1.7157, -8.5149], [3.6340, 2.8789, -9.6515], [4.6498, 1.6047, -8.9934], [3.3853, 3.9434, -7.4983], [5.0917, 3.8139, -7.9017], [4.4537, 2.8892, -4.2816], [3.5637, 4.0647, -5.1962], [6.5898, 3.9286, -4.8591], [5.4810, 5.2065, -4.4065], [5.8404, 4.9384, -6.1068], [4.9779, 0.6755, -6.9952], [5.3675, 1.0020, -5.3463], [6.8467, 2.4234, -7.6321], [7.3180, 0.8488, -7.0060], [7.3612, 2.2450, -5.9484]],
  "forces_ev_per_a": [[-0.34, 1.14, 0.24], [-0.08, -1.27, -0.30], [0.34, 1.14, -0.24], [-0.21, 0.32, -0.25], [0.32, -0.63, 0.17], [-0.24, 0.09, -0.34], [-0.13, -0.48, 0.51], [-0.16, -0.09, 0.20], [0.34, -0.30, 0.12], [0.11, 0.07, -0.19], [-0.08, 0.05, -0.02], [-0.08, 0.09, -0.03], [0.27, -0.11, -0.06], [0.06, -0.23, -0.03], [0.17, 0.08, 0.13], [-0.18, 0.19, -0.20], [-0.05, 0.12, -0.02], [0.05, 0.06, 0.02], [0.02, 0.00, 0.02], [0.02, -0.02, -0.01], [0.16, 0.05, 0.09], [-0.09, -0.04, 0.03], [-0.09, 0.12, -0.06], [-0.13, 0.00, -0.05], [-0.10, 0.00, 0.00], [-0.01, -0.01, -0.03], [-0.02, 0.01, -0.03], [-0.02, -0.12, 0.04], [0.06, -0.13, 0.11], [0.03, -0.06, -0.01], [0.09, 0.03, 0.04], [-0.07, -0.01, 0.06], [0.07, -0.08, -0.04], [0.00, -0.15, -0.01], [0.04, 0.25, -0.01], [-0.05, 0.08, 0.26], [0.01, 0.18, -0.11], [0.19, -0.25, 0.04], [0.11, 0.03, -0.20], [0.00, 0.01, -0.02], [0.00, 0.03, 0.01], [0.00, 0.01, 0.02], [0.05, 0.17, -0.06], [-0.08, -0.04, -0.01], [0.07, -0.11, -0.06], [0.00, -0.13, 0.01], [-0.05, -0.07, -0.02], [0.01, -0.02, 0.02], [0.02, -0.03, 0.00], [-0.10, 0.00, 0.06], [-0.12, 0.12, 0.09], [0.00, 0.03, 0.04], [0.00, 0.01, 0.02], [-0.12, -0.03, 0.00], [0.09, -0.08, -0.02], [0.12, -0.04, -0.05], [-0.29, -0.01, 0.05], [-0.13, 0.18, -0.08], [-0.11, -0.03, 0.17], [0.15, -0.22, -0.19], [0.01, -0.15, 0.13], [-0.02, -0.04, 0.06], [-0.01, 0.01, 0.02], [0.01, 0.03, -0.03], [-0.11, -0.03, 0.16], [0.08, 0.07, -0.02], [0.09, -0.11, -0.04], [0.10, -0.01, -0.09], [0.09, 0.02, -0.01], [0.00, -0.01, -0.03], [0.01, -0.03, -0.02], [0.01, 0.12, -0.03], [-0.08, 0.17, 0.06], [-0.03, 0.01, -0.03], [-0.01, 0.02, -0.01], [0.07, 0.08, 0.01], [0.05, -0.07, -0.03], [0.04, -0.06, -0.14], [-0.10, 0.01, 0.22], [-0.23, 0.11, 0.05], [0.08, 0.05, 0.17], [-0.02, -0.25, -0.17], [0.15, -0.09, 0.06], [0.04, -0.02, 0.05], [0.01, 0.01, 0.02], [-0.03, 0.00, 0.00], [0.07, 0.04, 0.20], [0.01, 0.06, -0.07], [0.06, -0.11, -0.07], [-0.01, -0.04, -0.13], [0.03, 0.01, -0.08], [-0.02, -0.02, -0.02], [-0.01, -0.03, -0.02], [-0.05, 0.10, -0.05], [-0.07, 0.17, 0.06], [-0.03, 0.01, 0.01], [-0.03, 0.01, 0.00], [0.00, 0.09, -0.06]],
  "total_charge": -1,
  "energy_ha": -1603.88478,
  "homo_lumo_gap_ev": 6.26,
  "multiplicity": 1,
  "homo_energy_ev": -4.3
}

=====

No. 3
{
  "formula": "C3MgNaO6",
  "method": "ωB97M-V/def2-TZVPD",
  "elements": ["O", "C", "O", "C", "O", "O", "Na", "C", "O", "O", "Mg"],
  "coordinates": [[-0.0181, -1.8490, -0.2268], [0.1441, -0.6306, 0.0752], [-0.9643, 0.0388, 0.5026], [-1.5272, 1.3013, -0.2916], [-1.1217, 1.3734, -1.4400], [-2.2764, 1.9727, 0.3977], [-2.2338, -2.2114, 0.4595], [1.4036, 0.0615, 0.0779], [2.4845, -0.5029, -0.3613], [1.5165, 1.2693, 0.5358], [3.4569, 1.1773, 0.1003]],
  "forces_ev_per_a": [[0.22, 0.22, 0.23], [-1.10, -0.13, -0.10], [0.10, -0.17, 0.12], [-0.19, 1.43, -0.51], [0.30, -0.73, 0.37], [0.36, -1.09, 0.23], [0.88, 0.81, -0.26], [-1.45, -0.69, 0.00], [2.16, -0.07, -0.39], [1.13, 1.59, 0.43], [-2.42, -1.18, -0.12]],
  "energy_ha": -928.16040,
  "homo_lumo_gap_ev": [2.38, 4.63],
  "multiplicity": 2,
  "de_lowest_kj_mol": 271.08,
  "homo_energy_ev": [-5.4, -7.7]
}

=====

No. 4
{
  "formula": "C19H19N5O2S",
  "method": "ωB97M-V/def2-TZVPD",
  "elements": ["C", "C", "C", "C", "O", "C", "C", "C", "C", "C", "C", "H", "H", "C", "C", "C", "N", "C", "N", "C", "C", "C", "N", "S", "C", "C", "O", "N", "H", "H", "H", "H", "N", "H", "H", "H", "H", "H", "H", "H", "H", "H", "H", "H", "H", "H"],
  "coordinates": [[-5.8550, -0.7533, 1.9572], [-5.4231, 0.3870, 1.0447], [-5.0261, -0.1196, -0.3402], [-4.5297, 1.0180, -1.2355], [-3.3800, 1.6593, -0.7201], [-2.1759, 1.0419, -0.7726], [-1.9013, -0.1490, -1.4419], [-0.6248, -0.6756, -1.4228], [0.4074, -0.0258, -0.7546], [0.1361, 1.1761, -0.0952], [-1.1369, 1.6942, -0.0997], [-1.3614, 2.6140, 0.4162], [0.9203, 1.6748, 0.4550], [1.7572, -0.5829, -0.7146], [1.9893, -1.9304, -0.4301], [0.9535, -2.8371, -0.1458], [0.1740, -3.6426, 0.1075], [3.3290, -2.4014, -0.3795], [4.3611, -1.5742, -0.5010], [4.1484, -0.2999, -0.7580], [2.8723, 0.2466, -0.9444], [2.6918, 1.5478, -1.4482], [2.5882, 2.5819, -1.9357], [5.6314, 0.6659, -0.8417], [5.1669, 2.1072, 0.1956], [4.4626, 1.5956, 1.4387], [3.2728, 1.7217, 1.6185], [5.2783, 0.9650, 2.3084], [6.2423, 0.7845, 2.0894], [4.8799, 0.5391, 3.1287], [4.5256, 2.7845, -0.3648], [6.1112, 2.5925, 0.4365], [3.6121, -3.7010, -0.1760], [4.5758, -3.9756, -0.1131], [2.8787, -4.3677, -0.0123], [-0.4265, -1.5919, -1.9598], [-2.6687, -0.6755, -1.9865], [-4.3497, 0.6602, -2.2569], [-5.2823, 1.8106, -1.2771], [-4.2408, -0.8705, -0.2327], [-5.8831, -0.5909, -0.8256], [-6.2392, 1.1063, 0.9454], [-4.5723, 0.9085, 1.4875], [-6.1358, -0.3727, 2.9362], [-5.0442, -1.4671, 2.0863], [-6.7093, -1.2783, 1.5347]],
  "forces_ev_per_a": [[0.03, 0.24, -0.06], [0.04, -0.27, -0.07], [0.18, 0.53, 0.09], [-0.40, -0.44, -0.17], [0.33, 0.14, 0.13], [0.29, 0.01, 0.08], [-0.36, 0.07, -0.08], [0.23, 0.15, 0.05], [-0.33, 0.00, -0.06], [-0.11, -0.15, 0.02], [-0.22, 0.00, -0.05], [-0.03, 0.11, 0.07], [0.08, 0.08, 0.04], [0.40, -0.14, 0.02], [0.82, 0.71, -0.19], [-0.44, -0.39, 0.21], [-0.14, -0.22, 0.03], [-0.34, 0.12, -0.09], [0.33, -0.12, 0.02], [-0.04, 0.16, -0.01], [-0.05, -1.08, 0.28], [0.07, 0.50, -0.36], [-0.04, 0.29, -0.05], [0.03, 0.20, -0.03], [-0.22, -0.23, -0.40], [0.37, 0.24, -0.09], [-0.39, 0.14, 0.06], [0.22, -0.17, 0.46], [-0.07, -0.03, -0.03], [-0.02, 0.01, -0.07], [0.06, 0.00, 0.20], [0.02, 0.00, 0.00], [-0.11, -0.07, 0.01], [-0.02, 0.00, 0.03], [0.04, -0.05, 0.00], [-0.02, -0.06, -0.03], [-0.10, -0.02, -0.01], [0.01, 0.11, 0.07], [0.07, -0.11, -0.06], [-0.04, -0.09, -0.06], [0.00, -0.07, -0.05], [0.02, 0.10, 0.00], [-0.04, 0.08, 0.00], [-0.05, -0.05, 0.12], [0.06, -0.11, 0.04], [-0.09, -0.10, 0.00]],
  "energy_ha": -1557.90799,
  "homo_lumo_gap_ev": 8.34,
  "smiles": "CCCCOc1ccc(-c2c(C#N)c(N)nc(SCC(N)=O)c2C#N)cc1",
  "multiplicity": 1,
  "de_lowest_kj_mol": 50.41,
  "homo_energy_ev": -8.5
}

=====

> What is the formula in the second record?

C25H66AlN4O2